Here is a cluster of 2 separate species, C4H12S in total from the OMol25 dataset. Energies are from ωB97M-V/def2-TZVPD.

Calculated values
Energy above the lowest of the compared OMol25 structures with the same formula, charge and spin (eV): 0.146
Structure (SMILES): CCS.CC
HOMO (eV): -9.1

Geometry as ORCA input:
```
! wB97M-V def2-TZVPD RIJCOSX def2/J DEFGRID3
* xyz 0 1
C 1.058 1.802 2.161
C -0.090 2.319 1.279
S -1.444 1.145 1.003
H 1.022 2.212 3.172
H 2.020 1.989 1.686
H 0.969 0.717 2.257
H -0.551 3.197 1.708
H 0.297 2.667 0.322
H -0.859 0.492 0.010
C 0.211 -2.443 -1.301
C -0.821 -1.659 -2.074
H 0.649 -1.932 -0.448
H 1.038 -2.741 -1.949
H -0.212 -3.385 -0.930
H -1.735 -1.431 -1.530
H -0.433 -0.701 -2.425
H -1.119 -2.249 -2.939
*
```